Computed, not measured: a molecular structure, C29H42IIrN3O2SSb at a distorted geometry, with ωB97M-V/def2-TZVPD.

The geometry in XYZ format:
```
80
C29H42IIrN3O2SSb ωB97M-V/def2-TZVPD
Ir -0.57 -1.13 0.39
C 7.64 -2.11 0.12
C 6.20 -1.83 -0.19
C 5.50 -2.59 -1.13
C 4.18 -2.33 -1.43
C 3.53 -1.29 -0.76
C 4.20 -0.51 0.18
C 5.53 -0.79 0.45
S 1.87 -0.96 -1.15
O 1.41 0.09 -0.20
O 1.76 -0.69 -2.55
N 0.92 -2.20 -0.70
C -0.05 -2.56 -1.69
C 0.09 -3.32 -2.83
C -1.04 -3.54 -3.58
C -2.27 -3.02 -3.17
C -2.33 -2.25 -2.03
N -1.23 -2.02 -1.30
H 8.00 -3.00 -0.39
H 7.78 -2.25 1.19
H 8.26 -1.27 -0.18
H 6.02 -3.38 -1.65
H 3.67 -2.91 -2.19
H 3.71 0.33 0.64
H 6.07 -0.17 1.16
H 1.06 -3.72 -3.10
H -0.98 -4.14 -4.48
H -3.17 -3.20 -3.74
H -3.26 -1.84 -1.67
C -4.51 0.28 -0.53
C -3.83 1.32 0.35
C -4.08 0.96 1.82
C -4.48 2.68 0.09
Sb -1.67 1.24 -0.03
C -1.27 1.86 -2.10
C -1.39 0.62 -2.98
C -2.33 2.88 -2.50
C 0.11 2.49 -2.24
C -0.77 2.52 1.52
C -0.64 1.72 2.81
C -1.67 3.74 1.74
C 0.62 3.01 1.10
H -5.59 0.30 -0.34
H -4.16 -0.72 -0.27
H -4.37 0.45 -1.59
H -5.16 0.92 1.99
H -3.68 1.70 2.50
H -3.67 -0.01 2.09
H -5.52 2.61 0.42
H -4.51 2.95 -0.96
H -4.03 3.49 0.65
H -2.34 0.09 -2.84
H -0.57 -0.07 -2.84
H -1.36 0.95 -4.03
H -3.32 2.43 -2.61
H -2.04 3.26 -3.49
H -2.39 3.74 -1.83
H 0.92 1.88 -1.85
H 0.15 3.48 -1.79
H 0.29 2.62 -3.32
H -1.58 1.30 3.16
H -0.26 2.39 3.59
H 0.08 0.91 2.71
H -2.63 3.48 2.18
H -1.84 4.31 0.83
H -1.16 4.40 2.44
H 1.29 2.21 0.81
H 1.05 3.53 1.96
H 0.57 3.74 0.29
I -2.26 -2.43 2.15
C -0.38 -2.25 3.00
C -0.01 -2.76 4.23
C 1.29 -2.50 4.63
C 2.14 -1.77 3.81
C 1.67 -1.30 2.60
N 0.41 -1.55 2.20
H -0.70 -3.32 4.84
H 1.64 -2.87 5.59
H 3.15 -1.56 4.10
H 2.28 -0.74 1.92
```

Output
- energy (eV) = -67616.577
- molar mass (g mol⁻¹) = 937.6
- LUMO energy (alpha / beta) (eV) = -7.4 / -7.4
- energy relative to the best compared isomer or geometry (same formula, charge and spin) (eV) = 0.6228
- charge = +2
- E_HOMO (alpha / beta) (eV) = -13.8 / -13.8
- spin multiplicity = 1